1.
107
Properties=species:S:1:pos:R:3:forces:R:3 method="wB97M-V/def2-TZVPD" charge=-2 homo_lumo_gap_ha=0.2074 e_lumo_ev=3.28 energy_ha=-3378.170986 de_lowest_kcal_mol=0.0
Rb 0.764 -1.235 -0.071 0.09 0.08 -0.58
O 3.922 -4.165 -2.114 0.17 -0.15 -0.26
C 3.074 -3.687 -1.347 0.07 0.04 0.18
O 1.896 -3.337 -1.564 -0.15 0.08 -0.06
C 3.546 -3.513 0.096 0.12 -0.04 0.12
C 3.892 -4.632 0.859 -0.03 0.00 -0.08
C 4.288 -4.461 2.167 0.03 -0.03 0.06
C 4.368 -3.171 2.682 0.00 -0.02 0.00
C 4.025 -2.122 1.850 0.00 0.07 0.04
N 3.611 -2.276 0.591 -0.10 -0.02 -0.02
H 3.837 -5.612 0.402 0.01 0.00 0.00
H 4.537 -5.316 2.786 0.00 0.00 -0.01
H 4.676 -2.984 3.702 0.01 0.01 0.03
H 4.053 -1.101 2.214 0.01 0.03 0.02
C -2.986 -0.079 -0.676 -0.13 -0.13 -0.14
C -3.189 1.150 -1.525 -0.23 -0.17 0.03
N -3.688 0.882 -2.779 0.08 0.05 -0.09
O -3.034 2.292 -1.140 0.04 0.21 0.14
H -3.870 -0.715 -0.759 -0.03 0.00 0.09
H -2.813 0.184 0.363 0.11 0.08 0.00
H -2.138 -0.632 -1.092 0.11 0.21 0.06
H -3.446 -0.022 -3.158 0.05 0.01 -0.03
H -3.559 1.640 -3.436 0.01 -0.05 0.01
C -1.863 4.695 3.795 -0.03 0.02 0.00
C -1.899 3.922 2.478 0.01 0.08 -0.03
C -3.340 3.534 2.140 0.00 0.01 0.03
P -0.813 2.420 2.292 0.04 -0.05 -0.06
C -0.559 1.665 3.970 0.04 -0.06 0.04
C -1.835 0.958 4.428 -0.01 0.03 0.00
C 0.085 2.418 5.131 -0.01 0.02 0.02
C 0.874 3.117 1.909 0.05 -0.03 -0.01
C 1.040 3.177 0.387 -0.02 -0.04 0.02
C 1.270 4.464 2.510 0.01 0.02 -0.02
H -2.450 5.615 3.706 -0.03 0.03 -0.01
H -0.858 4.968 4.105 0.02 0.01 -0.01
H -2.313 4.104 4.595 -0.01 -0.01 0.01
H -1.542 4.583 1.678 -0.01 -0.03 -0.01
H -3.747 2.877 2.914 -0.02 -0.04 0.01
H -3.395 3.015 1.185 0.00 0.00 -0.08
H -3.976 4.423 2.097 -0.03 0.02 -0.01
H 0.150 0.890 3.671 0.03 -0.05 0.01
H -2.580 1.678 4.775 -0.04 0.02 0.01
H -1.621 0.282 5.259 0.02 -0.03 0.05
H -2.282 0.376 3.622 -0.01 -0.03 -0.05
H -0.575 3.177 5.552 0.03 -0.01 0.00
H 1.021 2.892 4.845 0.05 -0.01 -0.02
H 0.317 1.711 5.933 0.00 -0.05 0.05
H 1.557 2.349 2.292 -0.04 0.00 0.01
H 0.365 3.917 -0.051 -0.04 0.03 -0.02
H 0.817 2.225 -0.093 -0.04 -0.04 -0.03
H 2.063 3.461 0.129 0.03 0.02 -0.02
H 0.610 5.261 2.158 -0.03 0.02 -0.02
H 2.284 4.723 2.193 0.03 0.00 -0.01
H 1.255 4.473 3.597 -0.01 0.00 0.04
N -0.226 -0.099 -2.416 -0.25 0.09 0.05
P -0.209 -0.306 -3.916 0.03 -0.06 -0.03
C -0.910 -1.893 -4.582 -0.08 -0.02 0.09
C -1.873 -2.520 -3.796 0.05 0.03 0.03
C -2.476 -3.699 -4.206 -0.01 -0.05 -0.03
C -2.111 -4.280 -5.413 -0.02 -0.01 0.02
C -1.138 -3.677 -6.197 0.01 0.00 -0.01
C -0.543 -2.492 -5.782 0.00 0.03 -0.08
C 1.416 -0.317 -4.781 0.00 -0.13 -0.02
C 2.364 -1.185 -4.231 -0.10 0.00 0.03
C 3.623 -1.300 -4.794 0.06 0.02 -0.06
C 3.959 -0.536 -5.907 0.00 -0.02 0.01
C 3.026 0.329 -6.460 0.01 0.01 -0.02
C 1.755 0.430 -5.902 -0.04 0.09 -0.01
C -1.203 0.911 -4.919 0.17 0.02 -0.07
C -2.195 0.582 -5.838 0.01 -0.04 -0.04
C -3.002 1.564 -6.404 0.02 0.01 0.01
C -2.812 2.896 -6.071 0.01 0.03 0.01
C -1.813 3.240 -5.165 -0.06 0.02 -0.02
C -1.026 2.257 -4.593 -0.02 -0.03 0.10
H -2.110 -2.081 -2.833 0.01 0.02 0.02
H -3.213 -4.178 -3.574 -0.03 -0.02 0.02
H -2.566 -5.210 -5.730 -0.01 -0.02 -0.01
H -0.830 -4.138 -7.128 0.01 -0.01 -0.03
H 0.222 -2.035 -6.398 0.02 0.01 0.00
H 2.099 -1.791 -3.369 0.04 -0.03 0.04
H 4.333 -1.993 -4.364 0.02 -0.04 0.05
H 4.946 -0.620 -6.346 0.02 0.00 -0.01
H 3.284 0.924 -7.328 0.00 0.02 -0.02
H 1.027 1.099 -6.347 0.00 0.00 0.00
H -2.356 -0.456 -6.103 -0.01 -0.01 -0.01
H -3.783 1.285 -7.101 -0.03 -0.01 -0.03
H -3.445 3.662 -6.502 -0.01 0.02 -0.01
H -1.670 4.276 -4.885 0.00 0.04 0.00
H -0.295 2.512 -3.834 0.03 -0.01 0.01
O -0.937 -3.788 7.763 0.00 -0.01 0.05
N -0.024 -2.982 7.653 0.03 0.05 -0.14
O 0.646 -2.587 8.597 -0.03 -0.02 0.02
C 0.280 -2.472 6.337 -0.03 -0.05 0.12
C 1.287 -1.531 6.182 0.02 0.07 -0.03
C 1.572 -1.033 4.939 0.16 0.10 0.08
C 0.899 -1.454 3.706 -0.07 -0.13 -0.08
O 1.195 -1.066 2.581 0.00 -0.03 0.46
C -0.163 -2.430 3.994 -0.15 -0.09 -0.11
C -0.445 -2.920 5.239 0.03 0.05 -0.05
N -1.009 -2.951 2.911 0.22 0.14 0.11
O -1.710 -3.918 3.163 -0.08 -0.07 -0.07
O -0.991 -2.400 1.828 -0.17 -0.10 0.21
N 2.632 -0.023 4.892 -0.27 -0.04 -0.17
O 3.311 0.135 5.898 0.15 0.04 0.02
O 2.774 0.627 3.874 0.07 0.01 0.19
H 1.843 -1.181 7.039 -0.02 -0.01 -0.04
H -1.234 -3.646 5.364 0.04 0.03 -0.01

***

2.
35
Properties=species:S:1:pos:R:3:forces:R:3 method="wB97M-V/def2-TZVPD" charge=0 homo_lumo_gap_ha=0.3250 smiles="CC/C=C/C=C(/C)O.O.O.O.O.O" e_lumo_ev=0.44 energy_ha=-731.328250 de_lowest_kcal_mol=9.9
C 2.365 -0.507 2.297 -0.38 -1.30 1.44
C 1.476 -1.607 1.708 -0.21 -0.24 1.02
C 0.086 -1.079 1.479 -0.52 -0.36 0.45
C -0.226 -0.363 0.396 -0.83 0.14 0.69
C -1.552 0.187 0.126 -0.35 -0.74 0.80
C -1.806 0.998 -0.896 0.26 0.73 -0.79
C -3.137 1.525 -1.286 -2.35 0.22 1.08
O -0.859 1.437 -1.766 1.42 0.89 0.05
H 1.978 -0.118 3.250 -0.06 -0.25 -0.19
H 2.460 0.311 1.670 -0.05 1.62 -1.53
H 3.363 -0.847 2.477 0.67 -0.41 0.23
H 1.903 -2.007 0.795 0.10 0.08 -0.34
H 1.437 -2.478 2.402 0.06 0.60 -0.34
H -0.674 -1.279 2.289 0.74 0.29 -1.01
H 0.500 -0.130 -0.357 0.45 -0.25 -0.07
H -2.394 -0.115 0.772 0.47 0.24 -0.33
H -3.898 0.706 -1.376 0.61 0.57 0.35
H -3.153 2.005 -2.262 0.43 0.14 0.15
H -3.551 2.267 -0.499 0.72 -1.13 -1.26
H 0.050 1.740 -1.383 -1.42 -0.60 0.12
O 0.449 -0.710 -2.770 1.03 -0.44 -0.71
H -0.072 0.075 -2.633 -0.59 0.75 0.03
H -0.114 -1.439 -2.485 -0.19 -0.34 0.13
O 1.527 2.068 -0.739 -0.28 0.12 -1.05
H 2.087 1.319 -1.025 0.27 -0.26 -0.06
H 1.784 2.237 0.151 0.10 0.33 1.05
O -1.652 1.850 2.738 -2.22 1.77 1.03
H -1.231 1.671 1.942 1.23 -0.63 -2.32
H -1.231 1.349 3.393 0.98 -1.10 1.36
O 2.767 -0.168 -1.561 0.79 -0.43 0.80
H 2.909 -0.933 -0.966 -0.15 0.72 -0.59
H 2.017 -0.408 -2.133 -0.48 -0.42 -0.26
O -1.221 -2.484 -1.638 0.41 -1.30 -1.47
H -0.786 -3.145 -1.108 0.35 -0.55 0.18
H -1.602 -1.926 -1.002 -0.99 1.55 1.37

***

3.
38
Properties=species:S:1:pos:R:3:forces:R:3 method="wB97M-V/def2-TZVPD" charge=+3 homo_lumo_gap_ha=0.1654 e_lumo_ev=-14.00 energy_ha=-2058.607619 de_lowest_kcal_mol=30.7
Sc -0.980 0.726 -2.641 -0.76 0.80 1.18
C 0.111 2.963 -3.324 1.44 5.15 -1.84
O 0.453 4.023 -3.652 -1.64 -5.44 1.75
C -0.398 -1.033 -4.065 2.07 -7.67 -4.12
O -0.050 -2.066 -4.532 -2.39 7.12 3.08
C -2.592 -0.828 -1.795 -5.98 -2.96 1.14
O -3.547 -1.379 -1.400 5.42 2.84 -2.09
C 0.858 -0.299 -2.129 8.12 -1.97 -0.32
O 1.977 -0.647 -2.204 -6.24 1.74 0.74
H -0.587 -3.985 -1.275 0.01 0.08 0.05
H -0.571 -4.213 -1.981 -0.01 -0.04 -0.12
C -2.325 0.177 0.990 -1.22 0.07 -0.20
P -0.831 0.126 -0.050 0.59 0.94 3.80
C -0.009 1.623 0.631 -0.78 -0.01 -1.17
C -0.456 2.769 -0.059 1.16 0.10 -0.21
C 0.175 3.988 0.171 0.00 0.20 0.12
C 1.206 4.105 1.110 -0.37 -0.50 -0.29
C 1.573 2.970 1.838 -0.10 -0.11 0.26
C 0.926 1.737 1.663 0.44 -0.09 0.04
C 0.020 -1.229 0.731 -0.27 -0.96 -0.61
C 1.402 -1.181 0.867 0.87 -1.04 0.24
C 2.088 -2.322 1.337 -0.06 0.61 -0.33
C 1.402 -3.504 1.622 0.10 0.39 -0.17
C 0.006 -3.518 1.512 0.01 -0.03 0.04
C -0.701 -2.396 1.101 0.20 0.16 -0.17
H -2.921 1.089 0.810 0.22 -0.33 0.13
H -1.878 0.212 1.998 -0.25 0.05 -0.34
H -2.985 -0.704 0.909 0.35 0.48 0.07
H -1.280 2.725 -0.799 0.06 0.01 0.33
H -0.138 4.841 -0.397 -0.12 0.47 -0.07
H 1.703 5.060 1.289 -0.15 -0.29 -0.15
H 2.393 3.043 2.553 -0.36 -0.03 0.03
H 1.174 0.897 2.339 -0.10 0.56 -0.68
H 1.966 -0.271 0.670 -0.07 -0.35 -0.17
H 3.174 -2.265 1.420 -0.29 -0.09 0.13
H 1.965 -4.397 1.922 -0.38 0.39 -0.10
H -0.523 -4.436 1.720 -0.13 0.00 0.20
H -1.801 -2.402 1.101 0.63 -0.22 -0.17

***

4.
20
Properties=species:S:1:pos:R:3:forces:R:3 method="wB97M-V/def2-TZVPD" charge=-1 homo_lumo_gap_ha=0.3418 e_lumo_ev=3.29 energy_ha=-409.427003 de_lowest_kcal_mol=22.3
B 0.560 -0.181 -0.026 -2.08 1.62 1.31
H 1.685 -0.335 -0.249 1.44 -0.24 -0.08
H 0.206 0.895 -0.623 0.04 -0.89 0.09
H -0.074 -1.195 -0.363 -0.07 0.44 0.14
H 0.316 0.164 1.256 0.45 -0.82 -1.46
O 0.678 -1.241 -3.126 0.12 -0.13 -0.41
H -0.012 -1.903 -3.351 0.67 0.93 1.18
H 0.731 -0.963 -2.178 -0.77 -0.79 -0.82
O -2.716 0.140 2.135 1.03 0.16 -1.50
H -2.723 0.955 1.548 0.44 -1.75 1.08
H -1.976 -0.466 1.796 -1.33 1.65 0.46
O -2.709 -0.126 -1.427 -5.28 2.42 -0.32
H -3.028 0.556 -0.766 0.39 -1.28 -1.33
H -1.896 -0.305 -1.113 4.97 -1.18 1.57
O 2.175 -1.940 2.117 -4.41 2.51 1.37
H 2.924 -2.335 1.817 3.03 -1.22 -2.02
H 1.704 -1.299 1.486 1.38 -1.29 0.75
O 1.491 3.350 0.681 0.13 -0.47 3.71
H 1.559 3.719 -0.135 0.38 1.75 -3.67
H 1.098 2.509 0.517 -0.53 -1.42 -0.04